Entry 1:
C48H123NO14 | wB97M-V/def2-TZVPD

Geometry (Å):
C (3.885, 14.908, -3.421)
C (5.379, 14.662, -3.232)
C (5.818, 13.497, -4.203)
C (7.370, 13.357, -4.473)
C (7.906, 14.624, -5.030)
C (7.592, 15.826, -3.986)
N (6.144, 15.899, -3.572)
O (5.736, 16.976, -2.756)
C (8.559, 15.779, -2.778)
C (7.798, 17.125, -4.766)
C (5.683, 14.271, -1.774)
H (3.260, 14.082, -3.080)
H (3.583, 15.259, -4.407)
H (3.477, 15.682, -2.771)
H (5.485, 12.525, -3.838)
H (5.286, 13.656, -5.141)
H (7.584, 12.487, -5.094)
H (7.798, 13.248, -3.477)
H (7.415, 14.831, -5.982)
H (8.995, 14.662, -5.021)
H (9.133, 14.869, -2.606)
H (9.350, 16.528, -2.825)
H (8.057, 16.026, -1.842)
H (7.181, 17.204, -5.661)
H (7.547, 18.030, -4.213)
H (8.846, 17.186, -5.060)
H (6.756, 14.081, -1.730)
H (5.153, 13.345, -1.554)
H (5.432, 15.036, -1.040)
H (6.022, 16.721, -1.876)
C (5.612, 9.841, 3.627)
C (6.883, 10.265, 4.372)
C (7.021, 9.746, 5.826)
O (8.050, 9.848, 3.717)
H (5.581, 10.012, 2.551)
H (4.821, 10.304, 4.217)
H (5.513, 8.758, 3.696)
H (6.868, 11.352, 4.296)
H (7.214, 8.673, 5.809)
H (6.170, 10.034, 6.443)
H (7.892, 10.247, 6.249)
H (8.828, 10.398, 3.835)
C (11.326, 16.786, -0.492)
C (12.482, 15.962, 0.153)
C (13.840, 16.491, -0.337)
O (12.283, 16.082, 1.559)
H (11.213, 16.755, -1.576)
H (11.529, 17.852, -0.381)
H (10.371, 16.553, -0.022)
H (12.415, 14.893, -0.051)
H (14.036, 16.476, -1.410)
H (14.539, 15.805, 0.141)
H (13.897, 17.519, 0.021)
H (11.735, 15.349, 1.849)
C (12.840, 10.074, -1.022)
C (13.102, 11.544, -0.787)
C (12.466, 12.377, -1.807)
O (12.592, 11.774, 0.492)
H (11.836, 9.829, -0.674)
H (13.568, 9.466, -0.485)
H (12.905, 9.798, -2.074)
H (14.180, 11.710, -0.786)
H (12.657, 13.409, -1.516)
H (11.384, 12.250, -1.813)
H (12.893, 12.195, -2.794)
H (13.318, 11.504, 1.060)
C (5.271, 16.192, 6.493)
C (5.004, 16.405, 5.023)
C (5.287, 17.744, 4.427)
O (5.879, 15.508, 4.393)
H (5.065, 15.148, 6.728)
H (4.632, 16.821, 7.114)
H (6.311, 16.333, 6.786)
H (3.950, 16.174, 4.871)
H (4.920, 17.792, 3.402)
H (6.352, 17.953, 4.524)
H (4.741, 18.464, 5.036)
H (6.772, 15.520, 4.743)
C (14.583, 13.444, 3.325)
C (15.215, 12.422, 2.302)
C (16.592, 12.068, 2.691)
O (14.449, 11.244, 2.277)
H (15.023, 14.440, 3.265)
H (14.651, 13.106, 4.359)
H (13.512, 13.571, 3.169)
H (15.308, 12.818, 1.291)
H (16.730, 12.262, 3.754)
H (17.336, 12.786, 2.348)
H (16.938, 11.077, 2.397)
H (14.542, 10.717, 3.074)
C (4.203, 9.443, -2.232)
C (5.556, 9.282, -1.469)
C (6.009, 10.667, -1.128)
O (5.335, 8.570, -0.242)
H (3.981, 8.451, -2.624)
H (4.313, 10.094, -3.099)
H (3.349, 9.755, -1.630)
H (6.184, 8.752, -2.185)
H (6.177, 11.092, -2.118)
H (6.961, 10.669, -0.598)
H (5.319, 11.290, -0.560)
H (6.137, 8.545, 0.285)
C (10.186, 19.581, 5.042)
C (9.541, 18.619, 4.047)
C (9.431, 19.087, 2.619)
O (10.206, 17.408, 4.113)
H (9.549, 20.460, 4.947)
H (11.219, 19.846, 4.818)
H (10.146, 19.203, 6.063)
H (8.573, 18.372, 4.483)
H (8.645, 19.833, 2.512)
H (9.110, 18.209, 2.058)
H (10.431, 19.320, 2.251)
H (11.139, 17.629, 4.169)
C (12.000, 12.361, 5.183)
C (11.344, 11.239, 4.348)
C (11.146, 9.886, 5.081)
O (10.097, 11.683, 4.003)
H (12.012, 13.312, 4.650)
H (13.016, 12.108, 5.486)
H (11.435, 12.555, 6.096)
H (11.977, 11.024, 3.487)
H (12.058, 9.539, 5.566)
H (10.751, 9.128, 4.405)
H (10.427, 10.049, 5.884)
H (10.174, 12.364, 3.331)
C (9.690, 15.365, 7.355)
C (9.209, 14.707, 6.028)
C (8.213, 13.537, 6.109)
O (8.493, 15.708, 5.414)
H (10.157, 16.335, 7.182)
H (10.387, 14.680, 7.837)
H (8.878, 15.488, 8.072)
H (9.987, 14.387, 5.335)
H (8.695, 12.682, 6.582)
H (7.894, 13.239, 5.110)
H (7.314, 13.682, 6.707)
H (9.154, 16.271, 5.003)
C (7.118, 19.145, -0.296)
C (6.258, 18.198, 0.414)
C (4.730, 18.267, 0.081)
O (6.701, 16.899, 0.087)
H (6.975, 20.163, 0.068)
H (7.046, 19.189, -1.382)
H (8.186, 18.997, -0.136)
H (6.473, 18.294, 1.478)
H (4.390, 19.157, 0.611)
H (4.166, 17.365, 0.322)
H (4.634, 18.426, -0.993)
H (6.242, 16.375, 0.747)
C (5.355, 13.050, 2.015)
C (4.388, 14.123, 1.623)
C (3.192, 14.307, 2.558)
O (5.076, 15.367, 1.795)
H (6.268, 13.066, 1.419)
H (4.960, 12.034, 2.014)
H (5.668, 13.294, 3.030)
H (4.071, 14.074, 0.582)
H (2.579, 15.197, 2.420)
H (3.560, 14.183, 3.577)
H (2.515, 13.454, 2.508)
H (5.303, 15.386, 2.727)
C (9.825, 8.826, 1.012)
C (8.599, 7.908, 1.122)
C (8.535, 6.816, 2.239)
O (7.482, 8.730, 1.198)
H (10.017, 9.398, 1.920)
H (9.863, 9.472, 0.134)
H (10.734, 8.233, 0.906)
H (8.409, 7.402, 0.175)
H (8.850, 7.154, 3.227)
H (9.116, 5.939, 1.954)
H (7.496, 6.514, 2.373)
H (7.497, 9.089, 2.088)
C (9.076, 12.386, 0.880)
C (9.696, 13.749, 1.189)
C (8.683, 14.573, 2.036)
O (10.925, 13.542, 1.899)
H (8.378, 12.075, 1.657)
H (9.789, 11.568, 0.783)
H (8.576, 12.557, -0.073)
H (9.927, 14.245, 0.246)
H (8.466, 14.016, 2.947)
H (7.721, 14.879, 1.624)
H (9.196, 15.469, 2.385)
H (11.392, 12.850, 1.426)

Results
ΔE to the lowest compared entry with this formula, charge and spin: 23.1 kcal/mol
Spin multiplicity: 1
DFT total energy: -3010.6420 Eh
E_HOMO: -7.60 eV
HOMO-LUMO gap: 7.93 eV

***

Entry 2:
C48H124FN9O16 | wB97M-V/def2-TZVPD

Geometry (Å):
N (1.572, -1.033, 2.298)
H (0.806, -1.275, 2.911)
H (2.105, -0.317, 2.772)
H (1.155, -0.774, 1.416)
H (2.072, -1.874, 2.049)
F (0.087, -0.626, 0.157)
C (-2.395, 3.318, 4.834)
O (-3.152, 2.118, 4.960)
C (-2.428, 0.915, 4.701)
C (-1.908, 0.776, 3.218)
N (-1.166, -0.453, 2.884)
C (-1.908, -1.672, 3.315)
C (-1.212, -3.001, 2.884)
O (0.020, -3.088, 3.566)
C (0.558, -4.416, 3.504)
H (-1.723, 3.491, 5.674)
H (-3.097, 4.151, 4.831)
H (-1.867, 3.563, 3.912)
H (-3.121, 0.131, 5.007)
H (-1.592, 0.922, 5.401)
H (-1.289, 1.595, 2.853)
H (-2.739, 0.837, 2.516)
H (-0.917, -0.557, 1.911)
H (-2.926, -1.606, 2.931)
H (-1.999, -1.652, 4.401)
H (-1.101, -3.104, 1.804)
H (-1.922, -3.754, 3.228)
H (1.301, -4.529, 2.715)
H (-0.221, -5.163, 3.353)
H (1.021, -4.747, 4.434)
C (2.105, 1.553, -4.923)
O (1.449, 2.414, -3.941)
C (0.528, 1.742, -3.068)
C (-0.027, 2.620, -1.853)
N (-0.873, 1.867, -0.936)
C (-1.226, 2.529, 0.356)
C (-1.791, 3.978, 0.267)
O (-1.945, 4.386, 1.664)
C (-2.416, 5.734, 1.673)
H (1.408, 1.202, -5.684)
H (2.465, 0.703, -4.344)
H (2.932, 2.036, -5.443)
H (1.048, 0.874, -2.664)
H (-0.355, 1.377, -3.592)
H (-0.664, 3.453, -2.154)
H (0.737, 3.217, -1.354)
H (-0.465, 1.013, -0.584)
H (-0.400, 2.556, 1.066)
H (-2.003, 1.914, 0.810)
H (-2.740, 3.941, -0.266)
H (-1.077, 4.686, -0.154)
H (-2.493, 6.108, 2.694)
H (-3.359, 5.894, 1.149)
H (-1.704, 6.468, 1.294)
C (4.134, -3.467, 3.217)
O (3.924, -2.123, 2.915)
C (4.727, -1.229, 3.720)
C (4.802, 0.231, 3.188)
N (3.532, 0.887, 3.261)
C (2.964, 1.154, 4.553)
C (1.678, 2.008, 4.287)
O (2.083, 3.316, 3.817)
C (1.081, 4.218, 3.504)
H (4.106, -3.687, 4.284)
H (5.059, -3.743, 2.710)
H (3.312, -3.967, 2.705)
H (5.792, -1.415, 3.854)
H (4.265, -1.234, 4.708)
H (5.138, 0.221, 2.151)
H (5.507, 0.863, 3.726)
H (3.651, 1.776, 2.796)
H (3.641, 1.753, 5.163)
H (2.684, 0.236, 5.070)
H (1.218, 2.133, 5.267)
H (0.966, 1.465, 3.666)
H (1.399, 5.211, 3.184)
H (0.343, 4.478, 4.263)
H (0.549, 3.783, 2.658)
C (-4.340, 8.162, -5.786)
O (-3.367, 7.108, -5.737)
C (-2.697, 6.943, -7.016)
C (-1.824, 5.732, -6.928)
N (-2.490, 4.494, -6.490)
C (-1.646, 3.404, -6.171)
C (-2.516, 2.418, -5.401)
O (-2.823, 2.950, -4.095)
C (-3.569, 2.070, -3.310)
H (-3.978, 9.116, -6.170)
H (-4.801, 8.275, -4.805)
H (-5.166, 7.813, -6.405)
H (-2.049, 7.786, -7.253)
H (-3.416, 6.933, -7.835)
H (-1.102, 5.856, -6.121)
H (-1.193, 5.661, -7.815)
H (-2.897, 4.783, -5.612)
H (-0.782, 3.612, -5.540)
H (-1.264, 2.972, -7.097)
H (-1.966, 1.493, -5.226)
H (-3.420, 2.118, -5.931)
H (-4.416, 1.604, -3.812)
H (-3.951, 2.493, -2.381)
H (-2.816, 1.309, -3.104)
C (2.847, 1.754, 0.080)
O (3.476, 2.936, 0.583)
C (2.686, 4.082, 0.203)
C (3.254, 5.436, 0.729)
N (2.646, 6.611, 0.102)
C (1.270, 6.811, 0.589)
C (0.755, 8.262, 0.326)
O (1.526, 9.073, 1.240)
C (1.422, 10.441, 1.028)
H (3.394, 0.920, 0.522)
H (3.100, 1.626, -0.972)
H (1.805, 1.580, 0.349)
H (1.624, 4.090, 0.450)
H (2.827, 4.093, -0.878)
H (4.311, 5.453, 0.462)
H (3.228, 5.501, 1.817)
H (3.132, 7.419, 0.463)
H (1.249, 6.733, 1.676)
H (0.586, 6.082, 0.155)
H (-0.303, 8.301, 0.582)
H (0.962, 8.563, -0.701)
H (0.427, 10.870, 1.155)
H (1.719, 10.613, -0.007)
H (2.059, 11.047, 1.672)
C (-2.282, -5.428, -1.290)
O (-1.843, -6.618, -0.698)
C (-2.809, -7.398, -0.031)
C (-2.093, -8.590, 0.534)
N (-1.205, -8.190, 1.607)
C (-0.259, -9.274, 1.976)
C (-0.874, -10.411, 2.823)
O (0.147, -11.346, 3.232)
C (-0.425, -12.564, 3.757)
H (-2.582, -4.739, -0.500)
H (-3.091, -5.647, -1.988)
H (-1.516, -4.997, -1.934)
H (-3.520, -7.718, -0.793)
H (-3.329, -6.870, 0.768)
H (-1.557, -9.134, -0.243)
H (-2.871, -9.252, 0.913)
H (-0.691, -7.396, 1.252)
H (0.403, -8.734, 2.653)
H (0.316, -9.670, 1.138)
H (-1.553, -10.962, 2.172)
H (-1.324, -9.944, 3.699)
H (-1.172, -12.406, 4.535)
H (0.250, -13.196, 4.334)
H (-0.777, -13.193, 2.940)
C (4.910, -0.232, -2.577)
O (4.384, -1.505, -2.225)
C (3.323, -1.498, -1.279)
C (2.730, -2.937, -1.178)
N (1.798, -2.918, -0.079)
C (0.949, -4.125, -0.112)
C (1.814, -5.468, -0.176)
O (2.355, -5.845, 1.142)
C (3.005, -7.131, 1.265)
H (5.481, 0.282, -1.804)
H (4.183, 0.513, -2.900)
H (5.578, -0.398, -3.422)
H (2.513, -0.794, -1.472)
H (3.677, -1.328, -0.262)
H (3.586, -3.569, -0.943)
H (2.238, -3.117, -2.134)
H (1.211, -2.105, -0.205)
H (0.345, -4.047, -1.016)
H (0.158, -4.200, 0.634)
H (2.589, -5.472, -0.943)
H (1.114, -6.262, -0.436)
H (2.311, -7.954, 1.092)
H (3.412, -7.361, 2.250)
H (3.809, -7.217, 0.535)
C (-5.264, 1.049, 0.133)
O (-4.896, -0.309, 0.034)
C (-3.601, -0.383, -0.652)
C (-3.222, -1.871, -0.656)
N (-1.962, -2.164, -1.316)
C (-1.822, -1.888, -2.740)
C (-0.405, -1.949, -3.235)
O (-0.352, -1.824, -4.674)
C (0.902, -2.245, -5.244)
H (-6.127, 1.146, 0.791)
H (-5.439, 1.485, -0.850)
H (-4.449, 1.613, 0.588)
H (-2.891, 0.117, 0.007)
H (-3.514, 0.034, -1.656)
H (-4.001, -2.501, -1.085)
H (-3.147, -2.208, 0.378)
H (-1.219, -1.703, -0.812)
H (-2.288, -0.981, -3.126)
H (-2.262, -2.778, -3.190)
H (-0.053, -2.905, -2.848)
H (0.224, -1.150, -2.843)
H (1.107, -3.314, -5.203)
H (1.744, -1.693, -4.826)
H (0.915, -1.925, -6.286)

Results
Spin multiplicity: 1
DFT total energy: -3699.2884 Eh
E_HOMO: -8.18 eV
HOMO-LUMO gap: 8.84 eV